[1]
Here is C45H61BrIN2O2P3S2ScSi as an isolated structure from OMol25. Energies are from ωB97M-V with the def2-TZVPD basis set.

```
! wB97M-V def2-TZVPD RIJCOSX def2/J DEFGRID3
* xyz -1 1
Sc 0.65228 -1.27188 -0.99564
C -3.55374 1.02877 -4.40006
C -2.93677 0.07361 -3.37590
C -4.05563 -0.66345 -2.63165
P -1.59343 0.64637 -2.16980
C -0.70220 2.07735 -2.97002
C -1.44977 3.39627 -3.14890
C -0.05847 1.60425 -4.27513
C -2.57476 1.38512 -0.79900
C -3.71576 2.14899 -1.06571
C -4.62575 2.45622 -0.06971
C -4.41684 1.97252 1.21424
C -3.26053 1.26478 1.49485
C -2.29727 0.98513 0.51755
Si -0.55272 0.28643 1.03818
C 0.03030 1.82817 2.11547
C -0.89820 2.81189 2.48632
C -0.64623 3.75225 3.47017
C 0.55800 3.72638 4.15143
C 1.52332 2.81910 3.76278
C 1.30439 1.90249 2.73011
P 2.74792 0.93437 2.11726
C 3.90573 2.42933 1.96521
C 3.27923 3.52348 1.09626
C 5.27562 2.03422 1.40159
C 3.37983 0.24417 3.75232
C 4.57141 -0.68895 3.51757
C 2.27071 -0.52630 4.46915
C -1.12491 -0.84807 2.55800
C -0.96724 -0.33350 3.85423
C -1.29083 -1.03332 5.00399
C -1.78549 -2.32391 4.91229
C -1.94095 -2.87696 3.65701
C -1.62200 -2.16431 2.49286
P -2.02494 -3.11477 1.00409
C -3.90252 -3.23307 1.01007
C -4.45775 -1.84246 1.31406
C -4.58748 -4.28706 1.87452
C -1.48943 -4.87788 1.23897
C -1.43227 -5.55643 -0.13287
C -0.17143 -5.09392 1.98411
H -4.17659 0.43854 -5.07880
H -2.80585 1.53835 -5.00295
H -4.20036 1.77462 -3.93666
H -2.38489 -0.67958 -3.94646
H -4.70905 0.03283 -2.10712
H -3.66040 -1.37133 -1.90092
H -4.66252 -1.22429 -3.34753
H 0.10642 2.26859 -2.25483
H -2.29008 3.30490 -3.83762
H -0.75437 4.13168 -3.56119
H -1.81357 3.77738 -2.19407
H -0.79962 1.37393 -5.04215
H 0.53466 0.70114 -4.11586
H 0.60124 2.38321 -4.65930
H -3.89893 2.50655 -2.06902
H -5.50554 3.04618 -0.29856
H -5.13941 2.16934 1.99824
H -3.09580 0.91133 2.50765
H -1.85908 2.84838 1.99719
H -1.39830 4.49249 3.71813
H 0.75212 4.42378 4.95808
H 2.47825 2.83292 4.27545
H 4.06025 2.83402 2.97199
H 3.13787 3.18345 0.07370
H 3.94175 4.39293 1.06370
H 2.31351 3.84688 1.48313
H 5.17012 1.36649 0.54632
H 5.89600 1.53864 2.14918
H 5.81160 2.92485 1.06160
H 3.69936 1.08217 4.38303
H 5.32700 -0.23769 2.87616
H 4.23066 -1.60776 3.04063
H 5.03792 -0.94671 4.47312
H 1.89572 -1.32889 3.82921
H 1.43614 0.11949 4.74117
H 2.66324 -0.98564 5.38224
H -0.58016 0.66928 3.97060
H -1.15115 -0.57074 5.97400
H -2.04513 -2.89044 5.79789
H -2.31466 -3.89044 3.57244
H -4.12236 -3.46167 -0.03981
H -4.33514 -1.60062 2.37110
H -5.52039 -1.78788 1.06730
H -3.93950 -1.07738 0.73761
H -4.40275 -4.12047 2.93655
H -4.28087 -5.30046 1.61306
H -5.66472 -4.21700 1.70901
H -2.28934 -5.33939 1.82126
H -0.65454 -5.09345 -0.74140
H -2.38354 -5.48434 -0.66542
H -1.18476 -6.61221 -0.00846
H 0.67113 -4.94710 1.31436
H -0.13647 -6.11935 2.36169
H -0.03932 -4.41291 2.82197
N 3.22338 -3.27030 -2.76644
C 2.49395 -2.57570 -2.18744
H 3.71010 -3.86913 -3.39270
Br 1.96643 -2.64169 0.87322
I -0.15809 -2.39727 -3.75086
C -1.46143 -2.45656 -0.49728
H -1.73995 -3.18514 -1.26199
H -2.09836 -1.57775 -0.66224
O 4.03924 4.72059 -3.77967
S 3.17340 3.67610 -4.25300
O 2.18676 4.04009 -5.23560
N 2.46421 2.87923 -3.00017
C 2.86049 1.63956 -2.94045
S 2.42712 0.58460 -1.68686
C 3.82553 1.22399 -3.99477
C 4.40644 -0.01635 -4.19039
C 5.31778 -0.16052 -5.22791
C 5.64411 0.91569 -6.04620
C 5.05112 2.15872 -5.85501
C 4.13808 2.28196 -4.83198
H 4.15191 -0.83846 -3.53622
H 5.78135 -1.12216 -5.40883
H 6.37029 0.78778 -6.83884
H 5.29687 3.00073 -6.48923
*
```

## Properties
- HOMO energy: -4.78 eV
- Relative energy (zero: lowest compared OMol25 entry of this formula, charge and spin): 9.2 kcal/mol
- Energy: -210994.1804 eV
- HOMO-LUMO gap: 7.004 eV
- F_max: 1.0 eV/Å

Here are the Löwdin charges for atoms 1 to 5, given in e: atom 1 (Sc): -0.02, atom 2 (C): -0.11, atom 3 (C): -0.54, atom 4 (C): -0.11, atom 5 (P): 1.02



[2]
Here is C45H61N8O4PPdS2 as an isolated structure from OMol25. Energies are from ωB97M-V with the def2-TZVPD basis set.

```
! wB97M-V def2-TZVPD RIJCOSX def2/J DEFGRID3
* xyz 0 1
Pd -0.21561 0.47117 0.22893
N 1.55835 4.41697 -0.56139
C 1.20636 5.23235 0.50327
C 1.46408 6.56907 0.78704
C 0.92725 7.06291 1.96033
C 0.16393 6.25463 2.81942
C -0.07945 4.92749 2.53071
C 0.45380 4.41489 1.34952
N 0.37338 3.13568 0.82669
C 1.01052 3.17936 -0.30173
C 1.30645 1.78948 -2.27166
C 1.61849 2.81733 -3.39414
S 1.75401 1.77278 -4.89304
C 1.45404 0.35751 -3.94407
N 1.23859 0.45867 -2.69067
H 2.21043 4.65092 -1.28608
H 2.05456 7.19418 0.12996
H 1.09930 8.09734 2.22636
H -0.22930 6.68420 3.73114
H -0.64910 4.29246 3.19652
H 0.38950 4.29490 -2.69969
H 1.47628 -0.60962 -4.42978
C 0.12438 -6.40917 0.94749
C 0.99537 -5.48435 0.14443
C 2.32982 -5.78250 -0.09195
C 3.14203 -4.90831 -0.80255
C 2.60531 -3.73139 -1.29351
C 1.26991 -3.40949 -1.07027
C 0.47797 -4.28786 -0.35665
S 3.63861 -2.57291 -2.13589
O 2.93576 -2.15286 -3.32042
O 4.94645 -3.15466 -2.23254
N 3.72415 -1.27960 -1.16443
C 4.31229 -1.48507 0.16865
C 4.02062 -0.28795 1.05917
C 2.54708 -0.01567 1.38440
O 2.26731 0.64036 2.37860
O 1.71194 -0.46572 0.51350
H 0.61852 -7.36306 1.12540
H -0.81996 -6.60240 0.43621
H -0.11531 -5.96569 1.91534
H 2.74516 -6.70753 0.28932
H 4.18328 -5.13321 -0.98754
H 0.86845 -2.47033 -1.43346
H -0.56279 -4.04554 -0.17384
H 2.79373 -0.85910 -1.05778
H 5.38899 -1.59823 0.04479
H 3.92594 -2.40027 0.63215
H 4.40710 0.61310 0.57145
H 4.55111 -0.39087 2.00536
C -0.89617 0.46230 3.51431
C -1.80054 -0.48392 2.69942
C -3.16380 0.20595 2.49370
C -1.07971 -0.73968 1.40566
C -2.06818 -1.81033 3.41238
C -2.73046 -2.82744 2.72345
C -3.03730 -4.03056 3.33353
C -2.67844 -4.24950 4.65840
C -2.01919 -3.25099 5.35404
C -1.71981 -2.04074 4.73708
H -0.65490 1.34028 2.91312
H 0.05351 -0.00298 3.77554
H -1.41339 0.78312 4.42242
H -3.06706 1.06610 1.83847
H -3.54830 0.53776 3.46010
H -3.89216 -0.47695 2.05920
H -0.73821 -1.76603 1.24589
H -3.01573 -2.66448 1.68783
H -3.55578 -4.80093 2.77655
H -2.90908 -5.19128 5.13877
H -1.73269 -3.40810 6.38611
H -1.20374 -1.27710 5.30203
N 1.08082 2.00465 -1.04001
P -2.02009 0.96313 -1.04780
N 0.43174 3.66449 -3.48912
C 0.15275 4.38160 -4.73311
C 1.07138 5.55328 -5.07078
C 2.56074 5.20872 -5.05122
C 3.09812 4.94721 -3.64020
C 2.99568 3.50220 -3.14739
N -3.16705 2.12391 -0.55829
C -2.73016 3.22802 0.29460
C -3.93516 3.89039 0.94821
C -4.91635 4.38369 -0.11029
C -5.30139 3.23670 -1.04017
C -4.05700 2.58623 -1.62936
N -3.01315 -0.35471 -1.36356
C -4.37390 -0.61301 -0.92352
C -5.24529 -1.03437 -2.10221
C -4.63346 -2.23806 -2.81669
C -3.18770 -1.95127 -3.21711
C -2.37901 -1.49644 -2.00964
H -0.88025 4.72823 -4.66377
H 0.17308 3.65551 -5.54655
H 0.89280 6.37455 -4.36761
H 0.79158 5.92758 -6.05922
H 3.11879 6.03770 -5.48926
H 2.75424 4.34397 -5.69511
H 2.56939 5.62354 -2.95682
H 4.14893 5.23533 -3.58037
H 3.23329 3.45372 -2.08140
H 3.76807 2.89421 -3.61838
H -2.18290 3.97962 -0.29751
H -2.03471 2.84487 1.03878
H -3.59423 4.71299 1.58134
H -4.42881 3.15720 1.59372
H -4.43861 5.17481 -0.69922
H -5.80304 4.82126 0.35173
H -5.94484 3.58861 -1.84968
H -5.86157 2.48207 -0.47908
H -3.52853 3.31129 -2.26926
H -4.32564 1.73693 -2.25805
H -4.75984 0.27408 -0.42455
H -4.36156 -1.43115 -0.18676
H -5.33270 -0.19830 -2.80295
H -6.25108 -1.26724 -1.74466
H -5.22649 -2.50839 -3.69219
H -4.65314 -3.10029 -2.14038
H -3.16234 -1.15842 -3.97103
H -2.72551 -2.83829 -3.65631
H -1.36042 -1.21743 -2.29415
H -2.29749 -2.31910 -1.28447
*
```

## Properties
- HOMO energy: -6.21 eV
- Energy: -102204.8547 eV
- HOMO-LUMO gap: 5.698 eV
- F_max: 1.4 eV/Å

Here are the Löwdin charges for atoms 1 to 5, given in e: atom 1 (Pd): 0.70, atom 2 (N): 0.18, atom 3 (C): -0.18, atom 4 (C): -0.02, atom 5 (C): -0.09